This record from OMol25 describes an isolated molecule of C2H3N3O. The level of theory is ωB97M-V/def2-TZVPD.

Highest occupied orbital energy (eV): -8.351
Energy above the lowest of the compared OMol25 structures with the same formula, charge and spin (kcal/mol): 18.8
LUMO (eV): 0.4
E (Eh): -317.5024

Bonds (Å) are listed after each position.
Geometry (Å):
1 O -1.617 1.852 0.077  C2 1.217
2 C -0.965 0.826 0.027  O1 1.217, N3 1.449, N6 1.361
3 N 0.483 0.809 0.068  C2 1.449, C4 1.335, H7 1.008
4 C 0.903 -0.456 -0.004  N3 1.335, N5 1.313, H8 1.080
5 N -0.187 -1.184 -0.084  C4 1.313, N6 1.357, H9 1.008
6 N -1.345 -0.477 -0.071  C2 1.361, N5 1.357
7 H 1.054 1.637 0.139  N3 1.008
8 H 1.919 -0.821 0.001  C4 1.080
9 H -0.234 -2.189 -0.153  N5 1.008